Molecular formula: C10H36F6N14O8P
Method: DFT, wB97M-V/def2-TZVPD

```
75
Properties=species:S:1:pos:R:3:forces:R:3:lowdin_charge:R:1
P 0.5003 -0.4036 0.3639 1.0587 2.5515 -0.2140 0.382
F 0.6706 0.7793 -0.7524 -0.6783 -0.5298 2.0706 -0.125
F -0.0977 -1.3045 -0.8995 -0.2148 0.7404 1.2302 -0.187
F 2.0737 -0.7948 0.0086 -0.9646 -0.8561 -0.0431 -0.189
F 0.3109 -1.7585 1.2687 0.0314 0.6732 -0.0711 -0.165
F 1.1705 0.4105 1.6712 -0.8516 -0.6399 -1.3293 -0.190
F -0.9814 0.1837 0.9327 1.4115 -1.2081 -1.3983 -0.194
C -0.9298 -1.1802 4.8345 -0.3091 -1.1341 -0.1099 -0.837
O -1.3359 -0.8790 5.9036 -1.7392 0.6491 4.1488 0.048
N -0.1081 -0.4268 4.1849 3.0185 3.1812 -2.0618 0.177
N -1.1886 -2.3063 4.2097 -0.8850 -3.2192 -1.8107 0.174
H 0.2844 0.3212 4.7386 -0.1995 0.1395 -0.6095 0.123
H 0.0095 -0.4544 3.1821 0.3020 0.1525 0.3583 0.055
H -0.7215 -2.4715 3.3296 -0.1647 -0.2558 0.2448 0.084
H -1.6906 -3.0784 4.6243 -0.0209 0.5287 -0.0162 0.120
C 1.1432 -4.4452 -1.3132 2.1523 -0.7198 0.1847 -0.791
O 1.3545 -5.6250 -1.4496 0.0726 -1.8585 0.1087 0.027
N 0.1879 -3.7580 -1.8323 -4.3510 1.4346 -2.2868 0.162
N 1.9657 -3.5819 -0.7187 2.5890 0.6844 1.6995 0.162
H -0.5309 -4.2029 -2.3850 0.2332 0.2108 0.1466 0.127
H 0.2917 -2.7540 -1.7981 -0.7706 -0.5188 -0.4571 0.056
H 1.6847 -2.6281 -0.5414 0.5109 -0.4763 0.1843 0.036
H 2.8537 -3.9152 -0.3717 -0.3326 0.1822 0.0960 0.120
C -3.2082 2.7278 2.5618 4.9439 -0.9172 -2.3712 -0.764
O -2.2671 3.5035 2.5959 0.3892 2.2840 0.0715 0.011
N -3.2067 1.7494 1.6780 -0.7092 -1.1624 -2.0310 0.184
N -4.0278 2.5289 3.5022 -4.3210 0.1649 4.8414 0.182
H -3.9355 1.0605 1.7974 0.5479 -0.1335 -0.8975 0.098
H -2.3881 1.6564 1.0938 -0.3936 -0.3852 -0.1381 0.090
H -4.2443 1.5533 3.6484 -0.3200 0.4847 0.6107 0.122
H -3.8658 3.1321 4.2959 -0.3149 -0.3787 0.1759 0.132
C -0.0567 3.8896 -0.0032 2.1090 1.5989 -4.0820 -0.716
O 0.6980 4.0610 -0.9927 -1.0275 -0.1420 2.1888 -0.006
N -1.3309 4.2560 -0.0051 -2.6449 0.1877 0.4685 0.161
N 0.3442 3.4128 1.1618 1.7317 -1.0397 1.5778 0.164
H -1.8078 4.8023 -0.7081 0.6905 -0.3277 0.0458 0.110
H -1.7621 4.1082 0.8962 -0.6519 0.4137 -0.1590 0.041
H 1.3216 3.1585 1.1498 -0.3250 -0.2978 0.3339 0.112
H -0.2796 3.1545 1.9130 0.1773 0.0996 -0.1541 0.075
C 1.7692 -0.7112 -4.1740 1.3528 2.1159 -0.2808 -0.757
O 1.5043 0.4440 -3.9541 -1.2857 1.2167 -0.1465 0.071
N 2.1297 -1.5281 -3.2477 0.0178 -2.2270 4.6128 0.189
N 2.0358 -1.2048 -5.3420 0.1518 -1.5519 -4.6240 0.171
H 2.4827 -2.4657 -3.3752 -0.2938 0.3303 0.2897 0.119
H 1.8790 -1.1635 -2.3398 0.5055 -0.5106 0.3108 0.086
H 2.4185 -2.1395 -5.3414 -0.0892 0.4010 -0.7294 0.108
H 2.0861 -0.6129 -6.1589 -0.0464 -0.2774 0.2655 0.123
C -3.3388 -3.0721 1.3342 -3.9294 -3.2073 0.3769 -0.826
O -4.3561 -3.6683 1.6742 -0.3874 -1.1874 0.0672 0.002
N -2.3799 -3.5307 0.5764 1.8831 -2.5385 -1.7293 0.180
N -3.1517 -1.8583 1.6141 1.4400 5.3934 1.1029 0.179
H -1.5811 -2.9393 0.3966 0.1735 -0.9329 -0.5153 0.072
H -2.5059 -4.4800 0.2555 0.6745 0.3106 -0.1118 0.124
H -2.2601 -1.6146 1.2070 -0.5388 2.2233 0.9154 0.073
H -3.8416 -1.3153 2.1134 0.7090 -0.0901 -0.1643 0.125
C 5.2979 -0.2598 2.1015 -1.8812 -0.1084 -3.6742 -0.837
O 5.7277 0.1983 1.0854 0.8946 1.4176 -3.0264 0.048
N 5.9661 -0.1551 3.1745 3.0358 0.2077 5.4501 0.159
N 4.1327 -0.8831 2.1786 -1.3377 -1.3730 0.9891 0.182
H 6.8361 0.3454 3.0621 -0.0593 -0.4487 0.4531 0.126
H 5.7518 -0.7578 3.9562 0.5267 0.4770 0.1089 0.111
H 3.4442 -0.7570 1.4505 -0.0107 -0.1373 0.3026 0.073
H 3.9384 -1.1869 3.1220 -1.1159 -0.0343 -0.5644 0.101
C -0.8396 3.2743 -5.0851 -0.4575 -0.2540 -0.0090 -0.055
C -0.7475 2.9236 -3.5958 0.1287 0.9370 0.2779 -0.517
C -1.5824 1.7598 -3.1283 0.0129 -0.5382 -0.4773 -0.060
O 0.6085 2.7645 -3.2478 -0.8889 0.2373 -0.3331 -0.070
H -0.2677 2.5883 -5.7100 0.1923 -0.2199 0.1875 0.068
H -0.4511 4.2739 -5.2801 -0.0324 0.0191 0.1189 0.071
H -1.8655 3.2027 -5.4464 -0.2367 0.2312 -0.0259 0.062
H -1.1753 3.7323 -3.0033 0.4594 0.6753 -0.0997 0.111
H -2.6381 1.9433 -3.3284 -0.1228 -0.0764 -0.0656 0.073
H -1.4471 1.6165 -2.0562 0.0973 -0.0237 -0.0572 0.065
H -1.2561 0.8693 -3.6655 -0.1759 -0.3680 0.1072 0.073
H 0.7769 1.8867 -3.5981 0.8540 -0.2495 0.1515 0.002
```
Positions in Å, forces in eV/Å.

Summary:
multiplicity	1
E_HOMO	-0.2220	hartree
total charge	-1
largest force on an atom	6.5	eV/Å
orbital gap	8.267	eV
DFT total energy	-2712.16784	hartree